No. 1
DFT (ωB97M-V/def2-TZVPD) results for a structure of composition C31H48N8O3PS2Sr.

Results
HOMO level = -4.737 eV
Charge = -1

CARTESIAN COORDINATES (ANGSTROEM)
H: 3.015 3.008 -3.021
H: 1.447 3.761 2.638
N: -0.248 4.931 -2.574
H: 1.539 -4.633 1.437
C: -4.448 -0.776 2.872
N: 1.970 4.293 -1.751
C: 0.435 3.568 3.015
C: -0.618 -1.412 5.301
C: -4.728 -1.211 0.525
Sr: -0.897 0.340 1.033
S: 0.959 -2.163 -2.667
H: -2.683 -2.897 0.998
C: 4.303 -2.488 -2.104
N: 1.132 3.357 -3.861
H: -0.272 1.798 -3.883
H: 3.904 -2.067 -1.188
H: -3.526 -2.308 -0.887
O: -1.110 2.772 1.350
S: 1.874 -0.335 -0.364
H: -1.898 3.656 -2.378
N: -3.819 -1.248 1.651
O: -1.295 -0.767 3.156
C: -3.504 1.020 -0.921
H: 1.391 6.194 -2.365
C: 3.665 -2.208 -3.312
C: -3.990 -1.324 -0.796
H: 1.229 -4.461 3.899
C: 5.940 -3.831 -3.253
C: 0.395 2.212 3.698
C: 2.433 -1.348 -3.340
C: 0.950 5.339 -1.842
H: -4.267 1.161 -1.705
H: 0.585 5.272 -4.444
H: 1.240 -4.061 6.310
H: -0.742 4.093 -4.421
H: 2.175 -1.073 -4.363
H: -5.291 -0.277 0.562
H: 1.319 1.346 -3.282
H: -5.286 -1.423 3.188
C: 0.694 -3.603 4.288
C: -3.294 -2.592 1.847
H: 0.936 2.274 4.651
H: -0.637 1.944 3.936
C: 2.289 3.821 -3.092
C: 0.565 2.139 -3.266
C: 0.712 -3.384 5.651
H: 3.689 -2.542 -5.427
H: -2.988 -0.414 -3.082
C: 5.311 -3.558 -4.457
H: -3.963 1.221 0.047
H: 0.038 -2.069 7.219
O: -0.619 4.950 1.406
H: -3.698 -0.748 3.661
H: -2.718 1.761 -1.069
C: 1.519 3.191 -0.899
C: -0.990 3.914 -1.820
H: -4.114 -3.321 1.976
H: 0.235 4.362 3.737
H: 1.870 1.377 2.516
C: 0.967 -1.684 -0.929
C: 0.147 4.439 -3.886
C: 4.180 -2.751 -4.483
N: -2.936 -0.324 -0.957
H: 0.043 -4.640 0.522
N: 0.934 1.152 2.835
C: 0.041 -2.266 6.153
H: 5.699 -3.974 -5.379
H: 5.917 -3.500 -1.131
H: 2.301 2.430 -0.838
N: 0.198 -2.475 -0.256
C: 0.460 -4.474 1.514
H: -1.145 -0.544 5.682
C: 5.431 -3.292 -2.077
H: 0.054 -5.195 2.221
C: -0.529 3.794 1.835
C: 0.158 -3.061 1.943
H: -2.660 -2.608 2.728
H: -1.448 0.139 -2.374
H: 6.821 -4.461 -3.229
N: 0.051 -2.119 1.081
H: -1.883 -1.563 -2.281
H: -5.475 -2.026 0.573
H: -4.722 -1.235 -1.618
C: -0.648 -1.599 3.888
H: 0.659 5.639 -0.835
H: 1.342 3.566 0.108
H: -1.289 4.324 -0.853
P: -0.020 2.351 -1.510
H: -4.834 0.235 2.722
H: 2.567 -0.440 -2.749
C: -2.282 -0.550 -2.246
H: 2.742 4.649 -3.644
C: 0.045 -2.751 3.384
H: 0.996 0.279 3.349

Mulliken charges in e:
1. H 0.393
2. H 0.224
3. N 0.120
4. H 0.361
5. C -1.027
6. N 0.106
7. C -0.845
8. C -0.604
9. C -1.445
10. Sr 1.255
11. S -0.118
12. H 0.145
13. C -0.040
14. N 0.135
15. H 0.501
16. H 0.295
17. H 0.410
18. O -0.283
19. S -0.289
20. H 0.446
21. N 1.261
22. O -0.330
23. C -0.816
24. H 0.283
25. C 0.567
26. C -1.177
27. H 0.370
28. C -0.368
29. C -0.246
30. C -0.584
31. C -1.018
32. H 0.340
33. H 0.318
34. H 0.371
35. H 0.395
36. H 0.523
37. H 0.436
38. H -0.045
39. H 0.336
40. C -0.919
41. C -1.021
42. H 0.485
43. H 0.129
44. C -1.038
45. C -1.147
46. C -0.828
47. H 0.345
48. H 0.374
49. C -0.562
50. H 0.221
51. H 0.372
52. O -0.779
53. H 0.084
54. H -0.063
55. C -1.105
56. C -1.500
57. H 0.330
58. H 0.397
59. H 0.145
60. C -0.337
61. C -1.018
62. C -0.431
63. N 1.391
64. H 0.450
65. N -0.048
66. C -0.592
67. H 0.355
68. H 0.386
69. H 0.482
70. N -0.618
71. C -2.115
72. H 0.419
73. C -0.726
74. H 0.507
75. C 0.240
76. C -0.412
77. H 0.156
78. H 0.153
79. H 0.363
80. N 1.441
81. H 0.293
82. H 0.450
83. H 0.429
84. C -0.047
85. H 0.501
86. H 0.295
87. H 0.477
88. P 2.073
89. H 0.318
90. H -0.204
91. C -1.314
92. H 0.316
93. C 1.031
94. H 0.061



No. 2
DFT (ωB97M-V/def2-TZVPD) results for a structure of composition C31H48O2P2Tc.

Results
HOMO level (alpha / beta) = -11.881 / -12.222 eV
Spin multiplicity = 4
Charge = +2

CARTESIAN COORDINATES (ANGSTROEM)
H: -3.231 0.499 -2.412
C: -0.948 1.792 -0.179
H: -2.046 -3.287 -3.107
C: -1.570 -0.749 -1.718
H: -0.180 -4.945 -2.581
H: -2.007 -4.913 0.367
H: -1.769 2.403 -1.923
C: 2.460 6.599 1.667
C: 0.465 -1.498 -5.500
C: 2.729 5.796 4.318
H: 0.366 2.391 2.507
C: -0.340 1.746 3.056
C: -2.114 1.752 -1.064
C: 2.318 5.249 1.936
C: -0.707 -1.921 2.336
Tc: -0.079 -1.445 0.410
C: 2.678 7.579 2.613
H: -2.942 0.526 1.696
C: -1.035 -3.269 -3.548
H: 2.811 5.489 5.344
C: 2.474 4.884 3.286
H: -2.468 0.163 -4.129
H: -0.849 -4.065 2.143
P: -0.211 -3.426 -0.632
C: 1.796 -2.793 2.195
H: -3.333 -1.152 2.216
H: 0.889 -5.213 0.763
H: 0.478 -1.204 -2.165
C: 2.715 7.173 3.958
H: 2.003 -3.241 3.159
C: -1.465 -3.191 2.411
C: -2.582 0.338 -1.549
C: -0.217 0.345 2.622
H: -1.847 -5.229 -1.364
H: -3.257 -1.394 -3.926
C: -0.391 -0.711 -2.698
H: 1.860 0.662 -1.738
H: -2.802 -0.898 -5.521
H: -1.076 -3.929 -4.433
H: -0.094 1.869 4.110
C: 0.179 1.079 -0.458
H: -3.053 0.103 3.414
H: -0.954 2.359 0.772
H: -2.937 2.348 -0.610
H: -1.888 -3.394 3.414
H: 1.041 -3.689 -2.753
C: -2.471 -0.879 -4.493
H: -3.282 0.023 -0.754
H: 2.900 7.904 4.766
H: 2.427 6.904 0.607
C: -1.820 -4.434 -0.594
H: 3.128 -0.354 2.146
C: 0.172 0.647 -3.064
H: 0.614 -5.760 -0.905
H: 2.761 8.640 2.367
C: 1.033 -0.324 2.455
H: -0.619 1.262 -3.484
C: 1.894 4.263 0.846
H: 2.607 0.295 3.728
C: 0.912 -4.901 -0.289
H: 0.777 -0.455 -5.650
O: 1.868 4.757 -0.318
H: 2.397 1.267 2.240
P: -0.780 -1.584 -4.194
C: -2.741 -0.260 2.432
O: 1.595 3.127 1.315
C: 0.770 -1.759 2.299
H: 0.999 0.491 -3.813
H: 1.280 2.172 -2.018
C: 2.384 0.260 2.649
H: -2.315 -3.108 1.713
H: 2.491 3.819 3.521
C: -1.282 -0.567 2.412
H: -1.342 2.134 2.901
H: 1.938 -4.628 -0.572
H: 1.040 1.542 0.164
H: -2.055 -1.743 -1.650
H: 1.323 -2.091 -5.162
C: 0.897 1.165 -1.840
H: 2.698 -2.346 1.817
H: -2.662 -3.766 -0.792
C: -0.032 -3.852 -2.537
H: 1.510 -3.568 1.510
H: 0.119 -1.881 -6.463

Mulliken charges in e:
1. H 0.484
2. C -0.189
3. H 0.463
4. C -1.048
5. H 0.743
6. H 0.469
7. H 0.341
8. C 0.114
9. C -1.240
10. C -0.684
11. H -0.230
12. C -1.148
13. C -1.711
14. C 0.094
15. C 0.829
16. Tc -0.249
17. C -0.534
18. H 0.285
19. C -1.046
20. H 0.453
21. C 0.438
22. H 0.354
23. H 0.293
24. P 1.279
25. C -1.014
26. H 0.403
27. H 0.480
28. H 0.373
29. C -0.360
30. H 0.337
31. C -1.681
32. C -1.151
33. C 1.504
34. H 0.442
35. H 0.356
36. C 1.900
37. H 0.498
38. H 0.559
39. H 0.595
40. H 0.407
41. C 1.636
42. H 0.334
43. H 0.513
44. H 0.530
45. H 0.342
46. H 0.469
47. C -1.268
48. H 0.368
49. H 0.347
50. H 0.436
51. C -1.541
52. H 0.393
53. C -1.100
54. H 0.469
55. H 0.420
56. C 0.704
57. H 0.340
58. C 0.094
59. H 0.321
60. C -1.553
61. H 0.464
62. O -0.740
63. H 0.037
64. P 0.914
65. C -1.769
66. O -0.537
67. C -0.215
68. H 0.559
69. H 0.541
70. C -1.216
71. H 0.446
72. H 0.263
73. C 0.481
74. H 0.551
75. H 0.444
76. H -0.763
77. H -0.279
78. H 0.401
79. C -1.839
80. H 0.359
81. H 0.334
82. C -1.254
83. H -0.077
84. H 0.436



No. 3
DFT (ωB97M-V/def2-TZVPD) results for a structure of composition C31H49BFN12O4SeSiW.

Results
HOMO level (alpha / beta) = -12.929 / -13.358 eV
Spin multiplicity = 4
Charge = +2

CARTESIAN COORDINATES (ANGSTROEM)
H: 1.910 0.351 -4.755
H: 4.463 4.328 -0.943
C: 2.047 -1.688 2.072
H: 1.926 4.492 3.244
H: 0.067 4.770 0.055
H: 3.238 2.961 0.657
H: 3.027 0.270 0.556
C: 2.845 4.411 -2.352
H: 5.027 -1.004 -0.382
O: -1.431 -0.346 2.244
C: -3.802 2.475 -0.356
C: -2.840 -2.502 -1.784
H: 2.554 0.226 2.924
H: 4.275 -3.390 0.022
H: 0.780 -1.897 0.452
H: 3.567 0.013 -2.554
N: -2.849 0.880 -4.449
H: -0.801 -0.029 -4.861
N: 0.747 2.049 0.512
C: 1.209 0.297 -3.943
C: -4.425 -0.116 -3.212
N: -2.291 1.089 -1.191
H: 0.089 -1.308 1.826
C: 3.771 -0.193 1.200
H: -1.768 -4.324 1.517
Si: 0.221 3.229 1.967
N: 0.357 0.293 -1.854
Se: -0.952 0.897 3.262
H: -0.135 -3.756 1.263
H: -0.289 5.630 1.523
H: -0.592 3.567 4.653
C: -0.767 4.356 3.935
W: -0.423 0.422 0.206
C: 1.432 2.814 -0.475
C: 4.523 -1.335 0.531
H: 3.762 -1.055 3.170
C: 0.854 3.281 -1.648
N: 4.755 0.913 1.538
O: -1.714 1.141 4.654
C: -1.174 -3.433 1.327
H: -1.501 4.533 0.856
C: -3.044 2.189 -1.458
O: 0.673 0.837 3.312
B: -2.060 -0.070 -2.295
H: 1.571 -2.038 2.989
C: -1.668 -2.807 0.059
N: -3.082 0.068 -3.371
H: -0.176 5.253 4.030
C: -4.155 1.992 -6.194
C: 3.613 -2.541 0.237
H: -4.685 2.916 -5.967
H: 5.483 0.570 2.176
H: -5.155 1.408 1.866
C: 3.452 4.019 -1.167
H: 5.214 1.280 0.698
C: -0.145 0.098 -4.019
H: 5.298 -1.681 1.223
H: -3.476 -2.558 -2.648
H: 1.747 2.854 3.875
H: 2.125 -3.706 1.269
C: -3.461 1.520 0.619
C: -5.066 0.535 -4.225
H: -3.764 2.143 2.646
N: 0.895 -1.213 1.201
H: 2.177 -3.130 -1.078
H: 2.936 0.684 -1.049
H: 3.220 -2.089 -1.720
C: -4.071 1.349 1.966
N: 2.699 -2.282 -0.874
C: 2.866 0.722 -2.117
H: 1.000 4.346 -3.475
H: -1.296 -2.772 2.183
O: -1.211 2.224 2.126
C: 2.748 3.236 -0.265
C: 1.495 0.430 -2.590
H: -1.780 4.466 3.577
H: -4.531 3.259 -0.254
H: 2.603 3.136 2.340
H: -6.122 0.566 -4.419
C: 3.059 -0.616 2.455
H: 3.488 -3.221 2.247
N: -0.637 0.110 -2.784
C: -4.029 1.140 -4.976
H: 3.375 5.014 -3.074
H: 3.163 1.713 -2.454
H: -3.811 0.388 2.399
F: -0.455 3.038 -1.884
C: 2.801 -2.872 1.472
C: -2.587 -3.420 -0.791
C: 1.530 4.038 -2.584
H: -3.015 2.637 -2.437
C: -0.433 4.680 1.016
H: -3.014 -4.398 -0.677
N: -1.349 -1.583 -0.420
H: 4.271 1.692 2.008
N: -2.112 -1.409 -1.541
C: 1.775 3.451 2.969
N: -2.539 0.693 0.105
H: -4.825 -0.689 -2.394
H: -3.170 2.243 -6.581
H: -4.716 1.479 -6.974

Here are the Mulliken charges for atoms 1 to 99, given in e:
1. H 0.629
2. H 0.462
3. C -0.560
4. H 0.608
5. H 0.221
6. H -0.127
7. H -2.373
8. C -1.089
9. H 0.471
10. O -0.591
11. C -1.787
12. C -0.087
13. H 0.110
14. H 0.417
15. H -0.188
16. H 0.745
17. N -1.107
18. H 0.723
19. N 1.798
20. C -2.102
21. C -0.267
22. N 0.568
23. H 0.110
24. C 2.410
25. H 0.488
26. Si 0.660
27. N 0.183
28. Se 0.595
29. H 0.068
30. H 0.494
31. H 0.539
32. C -1.349
33. W 2.863
34. C 0.347
35. C -1.383
36. H 0.567
37. C -0.090
38. N 0.029
39. O -0.873
40. C -1.048
41. H 0.249
42. C -0.211
43. O -0.375
44. B -0.182
45. H 0.345
46. C 0.526
47. N 1.193
48. H 0.477
49. C -1.280
50. C -0.089
51. H 0.285
52. H 0.477
53. H 0.613
54. C -1.268
55. H 0.477
56. C 0.070
57. H 0.495
58. H 0.753
59. H 0.438
60. H 0.264
61. C 0.777
62. C -1.433
63. H 0.145
64. N 0.327
65. H 0.278
66. H -0.428
67. H 0.300
68. C -1.630
69. N -0.429
70. C -0.613
71. H 0.563
72. H 0.180
73. O -0.615
74. C -0.254
75. C 0.368
76. H 0.394
77. H 0.539
78. H -0.065
79. H 0.476
80. C -0.901
81. H 0.624
82. N 0.848
83. C 0.636
84. H 0.422
85. H 0.316
86. H 0.254
87. F 0.023
88. C -1.410
89. C -1.888
90. C -0.719
91. H 0.798
92. C -0.946
93. H 0.568
94. N 0.033
95. H 0.201
96. N -0.103
97. C -1.030
98. N -0.275
99. H 0.643